The following is a quantum chemistry calculation of a molecular structure, C31H32N8O4S3SeSr at a distorted geometry, from the OMol25 dataset.

Cartesian coordinates (Å):
Sr1 1.977 1.250 0.141
Se1 4.171 1.893 -7.623
S1 4.086 2.113 2.127
S2 3.228 -1.204 1.484
S3 -0.715 -1.795 -0.986
O1 1.119 3.305 0.126
O2 0.489 4.012 -1.899
O3 -1.791 -4.322 2.952
O4 -2.410 0.649 0.893
N1 -1.485 -2.832 1.289
N2 5.095 1.503 -6.135
N3 1.234 0.898 -2.250
N4 0.124 0.789 1.987
N5 2.590 1.816 -6.776
N6 3.880 0.677 -1.553
N7 -1.895 2.599 -0.141
N8 -3.184 -1.994 -0.081
C1 -1.170 3.867 -0.145
C2 -0.488 1.397 -3.818
C3 0.438 1.535 -4.820
C4 4.598 1.035 -3.799
C5 -5.568 -2.716 3.902
C6 -3.918 -1.914 -2.453
C7 -4.449 -3.361 3.402
C8 -0.816 1.922 2.060
C9 0.263 3.751 -0.707
C10 -3.717 -1.160 -1.147
C11 2.152 1.064 -3.208
C12 2.829 1.528 -5.531
C13 -5.646 -1.329 3.848
C14 4.452 1.168 4.701
C15 -3.490 -1.220 2.789
C16 -1.884 -2.192 0.110
C17 5.136 0.506 -1.167
C18 3.751 -1.516 4.190
C19 4.045 0.769 3.300
C20 1.791 1.374 -4.518
C21 3.597 0.911 -2.832
C22 -4.837 -3.119 -2.321
C23 -4.613 -0.584 3.297
C24 -3.420 -2.614 2.836
C25 4.233 1.353 -5.173
C26 5.922 0.854 -3.398
C27 3.710 -0.515 3.057
C28 -1.770 1.759 0.851
C29 6.193 0.577 -2.076
C30 -2.186 -3.335 2.369
C31 -0.047 1.088 -2.530
H1 -6.525 -0.826 4.234
H2 3.441 -2.496 3.833
H3 -0.434 -0.024 1.738
H4 6.712 0.940 -4.132
H5 -1.723 4.548 -0.799
H6 4.725 2.220 4.726
H7 -4.676 0.494 3.232
H8 -5.014 -3.597 -3.287
H9 -3.054 -0.300 -1.244
H10 -5.810 -2.833 -1.909
H11 -1.438 1.875 2.966
H12 -0.758 1.022 -1.713
H13 7.207 0.430 -1.730
H14 -4.329 -1.206 -3.179
H15 -4.354 -4.438 3.451
H16 -2.718 -0.629 2.308
H17 -4.667 -0.769 -0.773
H18 -0.533 -3.167 1.212
H19 -3.827 -2.280 0.634
H20 -1.544 1.549 -3.990
H21 -4.406 -3.870 -1.657
H22 0.593 0.588 2.861
H23 -0.246 2.848 2.049
H24 3.089 -1.237 5.020
H25 0.150 1.785 -5.833
H26 5.310 0.586 5.064
H27 -1.112 4.332 0.849
H28 5.255 0.326 -0.101
H29 -6.377 -3.292 4.335
H30 3.644 1.013 5.428
H31 -2.941 -2.223 -2.830
H32 4.758 -1.614 4.616

Charge: -2
Energy above the lowest of the compared OMol25 structures with the same formula, charge and spin: 53.9 kcal/mol
Spin multiplicity: 1
LUMO energy: 0.11376 hartree
Energy: -151471.2202 eV
Frontier orbital gap: 3.4 eV